(1)
{
  "formula": "C23H21AuBr2N6O4S2",
  "method": "ωB97M-V with the def2-TZVPD basis set",
  "total_charge": 2,
  "multiplicity": 1,
  "e_above_lowest_ev": 1.836,
  "total_energy_ha": -7598.0973,
  "symbols": ["Au", "Br", "Br", "S", "S", "O", "O", "O", "O", "N", "N", "N", "N", "N", "N", "C", "C", "C", "C", "C", "C", "C", "C", "C", "C", "C", "C", "C", "C", "C", "C", "C", "C", "C", "C", "C", "C", "C", "H", "H", "H", "H", "H", "H", "H", "H", "H", "H", "H", "H", "H", "H", "H", "H", "H", "H", "H", "H", "H"],
  "coordinates": [[0.26047, 1.61490, -0.40206], [-5.50015, 5.09228, -1.78030], [-1.56924, 1.17736, -7.12924], [0.66069, -2.40316, 2.00119], [3.55395, -1.52410, 0.21071], [-0.53971, -1.96834, 2.61439], [1.93020, -2.29886, 2.62501], [0.33119, 1.75673, 2.01911], [-1.39056, -0.50897, 0.44433], [0.49773, 2.38108, 4.18425], [-1.55904, 2.88835, -0.82523], [-0.21357, 1.43041, -2.72677], [0.27544, -7.14107, -1.33638], [0.84809, -1.05175, 0.66364], [2.20120, 0.53277, -0.37013], [-1.01539, 1.26976, -5.34972], [-2.22324, 3.54528, 0.13225], [3.47389, 0.77266, -0.84393], [-2.05355, 2.86729, -2.07533], [0.10479, 0.57574, -4.93172], [-3.22848, 3.52778, -2.38115], [-1.72987, 2.03399, -4.44231], [-0.62576, -4.00210, 0.27341], [0.35390, -6.05367, -0.54538], [0.62477, 2.59808, 2.88904], [1.49079, -5.83942, 0.26402], [0.86640, 3.42746, 5.15090], [0.51458, -3.81683, 1.07212], [-3.40069, 4.22606, -0.09880], [2.10661, -0.62196, 0.20416], [-1.30394, 2.08516, -3.12541], [-0.01519, 1.08204, 4.63369], [-3.90679, 4.21155, -1.38412], [0.46868, 0.69280, -3.60250], [1.57936, -4.72964, 1.06101], [-0.69717, -5.10553, -0.52932], [4.33392, -0.24434, -0.62279], [-0.25974, -0.38885, 0.34826], [-3.63508, 3.51526, -3.38174], [-0.01599, 1.05682, 5.71746], [0.61069, 0.27688, 4.25417], [1.34997, 0.18429, -3.22089], [-2.59948, 2.57880, -4.77954], [1.90889, 3.71618, 5.03484], [0.68289, -0.02824, -5.61828], [0.96124, -7.87228, -1.27076], [-0.56856, -7.35113, -1.83870], [2.44389, -4.56754, 1.69250], [-1.02770, 0.92367, 4.26666], [1.01676, 3.58617, 2.61996], [3.69574, 1.71234, -1.32930], [-1.57221, -5.27081, -1.14661], [5.38185, -0.30151, -0.87645], [-3.90508, 4.75069, 0.70120], [-1.44763, -3.29597, 0.31227], [-1.78485, 3.51638, 1.12243], [2.29306, -6.56776, 0.25955], [0.73166, 3.04005, 6.15400], [0.23537, 4.30677, 5.03831]],
  "forces_ev_per_a": [[0.5, -0.4, -0.1], [-0.1, 0.0, 0.0], [0.0, 0.0, -0.1], [-0.1, -0.1, 0.2], [-0.1, -0.2, 0.2], [-0.1, 0.0, -0.1], [0.2, 0.0, 0.0], [0.0, 0.0, 0.4], [-1.8, 0.2, -0.2], [0.0, 0.0, 0.1], [-0.1, -0.2, -0.1], [-0.2, -0.2, -0.5], [0.0, 0.1, 0.1], [0.3, 0.1, -0.2], [-0.1, 0.9, -0.1], [-0.1, 0.0, -0.1], [0.1, 0.0, 0.0], [0.0, 0.1, -0.1], [0.2, -0.1, 0.0], [0.2, -0.1, 0.1], [-0.1, 0.0, -0.2], [-0.2, 0.2, 0.0], [0.0, -0.1, 0.1], [0.0, -0.1, -0.1], [0.0, -0.1, 0.1], [0.1, -0.1, 0.0], [0.0, 0.0, -0.1], [0.1, 0.2, -0.1], [0.1, 0.0, 0.2], [-0.4, -0.5, 0.2], [0.0, 0.1, 0.2], [0.0, 0.1, -0.1], [-0.1, 0.0, -0.1], [0.0, 0.1, 0.0], [0.0, 0.0, -0.1], [-0.1, 0.0, -0.1], [0.0, 0.1, 0.0], [2.1, 0.1, 0.4], [0.0, 0.0, 0.1], [0.0, 0.0, 0.0], [0.0, 0.0, 0.0], [-0.1, 0.0, 0.0], [0.1, -0.1, 0.0], [0.0, 0.0, 0.0], [0.0, 0.0, 0.0], [0.0, 0.0, 0.0], [0.0, 0.0, 0.0], [0.0, 0.0, -0.1], [0.0, 0.0, 0.0], [0.0, 0.0, 0.0], [0.0, -0.1, 0.0], [0.0, 0.0, 0.0], [-0.1, 0.0, 0.0], [0.0, 0.0, 0.0], [0.0, 0.0, 0.0], [0.0, 0.0, 0.0], [0.0, 0.0, 0.0], [0.0, 0.0, 0.0], [0.0, 0.0, 0.0]]
}


(2)
{
  "formula": "C23H21BeBrN8O2Se2",
  "method": "ωB97M-V with the def2-TZVPD basis set",
  "total_charge": 0,
  "multiplicity": 1,
  "total_energy_ha": -8869.3487,
  "symbols": ["Br", "Se", "Se", "O", "O", "N", "N", "N", "N", "N", "N", "N", "N", "C", "C", "C", "C", "C", "C", "C", "C", "C", "C", "C", "C", "C", "C", "C", "C", "C", "C", "C", "C", "C", "C", "C", "Be", "H", "H", "H", "H", "H", "H", "H", "H", "H", "H", "H", "H", "H", "H", "H", "H", "H", "H", "H", "H", "H"],
  "coordinates": [[3.50354, 4.25145, 5.07176], [0.50004, 0.27395, -2.81524], [-1.18346, -1.45665, 0.42796], [-0.97426, 3.62115, -0.13754], [0.25834, 1.78415, -0.26544], [0.82674, -0.22575, 3.82406], [0.71244, 0.16335, 1.71166], [5.18244, -0.30185, 0.25516], [-3.54326, -5.40185, -0.57464], [-2.32256, 0.74225, -2.72004], [2.06234, -0.43985, 3.37186], [-1.78396, -1.35465, -2.94734], [2.46284, 0.03975, -0.17514], [0.01664, 0.14555, 2.82346], [3.33724, 0.17445, -1.16324], [2.95214, -0.22935, 1.04516], [-4.16206, -4.25185, -0.36134], [-3.14566, -1.28945, -2.90814], [-3.50846, -3.05925, -0.10924], [0.37704, 4.13155, 2.36246], [-2.22136, -5.40185, -0.52284], [1.15104, 4.40395, 3.47526], [-2.24836, 2.17715, -2.66424], [0.90344, 3.39685, 1.30806], [-0.02646, 2.94895, 0.20876], [-2.11656, -3.06605, -0.07304], [4.69704, 0.00895, -0.94114], [4.32154, -0.40865, 1.24526], [3.01934, 3.25695, 2.44816], [-3.47936, 0.01645, -2.76344], [-0.97626, -2.51515, -3.18764], [-1.29106, -0.11005, -2.81424], [2.45434, 3.93775, 3.51506], [-1.45816, -4.27335, -0.27764], [2.23534, 2.99995, 1.33856], [1.96194, -0.20555, 2.07896], [0.67354, 0.36355, -0.13604], [-1.75246, -6.36555, -0.67614], [-3.23166, 2.58065, -2.89634], [-1.60216, -3.40435, -3.19944], [-0.45946, -2.40525, -4.14414], [-0.22106, -2.61365, -2.40534], [-1.52366, 2.53345, -3.39704], [5.41464, 0.13105, -1.73894], [2.94544, 0.44075, -2.13464], [0.61284, -0.37175, 4.80086], [-3.76426, -2.15935, -2.98764], [-4.44326, 0.47685, -2.69684], [-1.02646, 0.36905, 2.92546], [-4.05966, -2.14745, 0.07436], [-0.64766, 4.46125, 2.29326], [-0.37986, -4.33185, -0.22534], [-1.93166, 2.53735, -1.68164], [2.65124, 2.48465, 0.48696], [-5.24366, -4.29625, -0.38674], [0.75364, 4.95245, 4.31466], [4.04434, 2.91765, 2.48926], [4.69684, -0.63665, 2.23166]],
  "forces_ev_per_a": [[-0.1, 0.0, -0.1], [0.5, 0.0, -0.3], [-0.2, -0.4, 0.1], [-0.1, 0.2, 0.1], [-0.4, 0.8, -0.5], [-0.2, 0.2, -0.3], [0.3, 0.0, -0.2], [0.3, 0.1, -0.2], [-0.3, -0.5, -0.1], [0.1, -0.7, 0.0], [1.0, -0.4, -0.3], [-0.2, 0.7, 0.1], [0.0, -0.2, 0.6], [-0.1, 0.0, 0.0], [0.1, 0.1, -0.3], [1.1, -0.1, -0.5], [-0.2, 0.3, 0.0], [-0.6, 0.3, 0.0], [0.0, -0.2, 0.0], [0.1, -0.1, -0.2], [0.3, 0.0, 0.0], [0.1, 0.0, 0.1], [0.3, 0.7, 0.2], [-0.1, 0.1, 0.0], [0.2, -0.1, 0.3], [0.4, 0.9, 0.1], [-0.1, 0.0, 0.1], [-0.6, -0.1, 0.2], [0.0, 0.1, 0.0], [-0.5, -0.6, -0.1], [0.5, -0.5, -0.1], [0.5, 0.0, -0.1], [0.2, 0.1, 0.2], [-0.1, 0.0, 0.0], [-0.2, 0.1, 0.1], [-1.1, 0.0, 1.4], [-0.3, -0.4, 0.0], [0.1, -0.1, 0.0], [0.0, 0.0, 0.0], [-0.1, 0.1, 0.0], [-0.1, 0.0, 0.1], [-0.1, 0.0, 0.0], [-0.1, -0.1, 0.0], [0.0, 0.0, -0.1], [0.0, -0.1, 0.0], [0.0, 0.1, -0.2], [-0.1, -0.1, 0.0], [-0.1, 0.1, 0.0], [-0.2, 0.0, 0.0], [0.0, 0.0, 0.0], [-0.1, 0.1, 0.0], [0.0, 0.0, 0.0], [-0.1, -0.2, -0.2], [0.0, -0.1, 0.0], [-0.1, 0.1, 0.0], [-0.1, 0.1, 0.1], [0.1, 0.1, 0.0], [0.0, 0.0, 0.1]]
}


(3)
{
  "formula": "C23H21Br2IrNO4P",
  "method": "ωB97M-V with the def2-TZVPD basis set",
  "total_charge": 3,
  "multiplicity": 6,
  "e_above_lowest_ev": 3.767,
  "total_energy_ha": -6837.2230,
  "symbols": ["Ir", "Br", "Br", "P", "O", "O", "O", "O", "N", "C", "C", "C", "C", "C", "C", "C", "C", "C", "C", "C", "C", "C", "C", "C", "C", "C", "C", "C", "C", "C", "C", "C", "H", "H", "H", "H", "H", "H", "H", "H", "H", "H", "H", "H", "H", "H", "H", "H", "H", "H", "H", "H", "H"],
  "coordinates": [[-0.16179, 0.31871, -0.06692], [-1.44095, -0.88108, -2.62385], [-0.53515, 2.09604, 1.98201], [-1.59438, 3.58497, -1.56018], [-1.28196, 3.99430, -2.99165], [-3.07450, 3.61930, -1.23564], [0.11231, 1.69889, -1.66270], [-0.78927, 4.45959, -0.59939], [-1.09056, 1.96538, -1.28775], [0.94705, -1.35061, 3.82601], [1.55456, -4.43500, -2.56533], [1.56510, -3.51534, -1.47356], [2.25681, -3.02413, 0.91334], [1.46906, -2.57174, 3.41247], [-4.03077, 2.77965, -0.50248], [2.14077, -3.91009, -0.28285], [0.89757, 0.41236, 5.50613], [-0.08982, -2.18204, -2.71490], [0.22995, -0.45547, 2.92176], [0.29068, 5.42619, -0.92536], [0.78367, -4.20564, -3.67552], [1.62643, -1.67004, 0.56376], [0.34239, 1.33139, 4.58146], [0.05118, 0.87931, 3.32808], [-0.12282, -0.88069, 1.64616], [1.22319, -0.86793, 5.13837], [-2.08713, 3.80502, -4.22090], [0.82829, -2.24789, -1.64020], [1.16976, -3.17708, 2.07783], [-0.10021, -3.10668, -3.72737], [0.94591, -1.27078, -0.66898], [0.29337, -2.21610, 1.28125], [0.18099, 2.36082, 4.87108], [0.78893, -4.91315, -4.49404], [-4.37045, 3.36901, 0.34183], [-1.73501, 2.89574, -4.69541], [-0.00010, 5.98259, -1.80965], [-3.13695, 3.75407, -3.94872], [2.05678, -3.14105, 4.12355], [1.71827, -1.52270, 5.84402], [-0.80316, -3.02097, -4.54537], [-0.33922, -2.71192, 0.55285], [-1.87943, 4.67690, -4.82899], [0.35192, 6.07037, -0.05714], [3.29373, -2.98214, 1.25295], [0.77790, -4.18839, 2.20259], [1.20430, 4.86234, -1.08134], [-4.84331, 2.57592, -1.19027], [-3.53595, 1.86582, -0.18556], [2.09117, -0.85553, 1.11618], [2.59346, -4.89468, -0.23901], [2.14360, -5.34025, -2.49234], [1.11380, 0.75444, 6.50971]],
  "forces_ev_per_a": [[-0.2, -0.1, 0.4], [-0.1, 0.1, 0.0], [-0.1, 0.0, -0.1], [-0.1, -0.2, 0.1], [0.0, 0.1, -0.1], [-0.1, 0.0, -0.1], [0.0, 0.0, -0.1], [0.1, 0.0, 0.0], [0.2, 0.2, 0.1], [0.0, -0.1, 0.0], [0.0, 0.0, 0.0], [0.0, 0.0, 0.0], [0.0, 0.0, 0.0], [0.0, 0.1, 0.0], [0.1, 0.1, 0.0], [0.0, 0.0, 0.0], [0.0, 0.0, 0.0], [0.1, -0.1, 0.0], [0.0, 0.0, 0.0], [-0.2, -0.1, 0.0], [0.0, 0.0, 0.0], [0.0, 0.0, 0.0], [0.0, -0.1, 0.0], [0.0, 0.0, 0.1], [0.0, 0.1, -0.2], [0.0, 0.0, 0.0], [0.1, 0.0, 0.2], [0.0, 0.0, 0.0], [0.0, 0.0, 0.0], [0.0, 0.0, 0.0], [0.1, 0.0, -0.1], [0.0, 0.0, 0.0], [0.0, 0.0, 0.0], [0.0, 0.0, 0.0], [0.0, 0.0, 0.0], [0.0, 0.0, 0.0], [0.0, 0.0, 0.0], [0.0, 0.0, 0.0], [0.0, 0.0, 0.0], [0.0, 0.0, 0.0], [0.0, 0.0, 0.0], [0.0, 0.0, 0.0], [0.0, 0.0, 0.0], [0.0, 0.0, 0.0], [0.0, 0.0, 0.0], [0.0, 0.0, 0.0], [0.0, 0.0, 0.0], [0.0, 0.0, 0.0], [0.0, 0.0, 0.0], [0.0, 0.0, 0.0], [0.0, 0.0, 0.0], [0.0, 0.0, 0.0], [0.0, 0.0, 0.0]]
}


(4)
{
  "formula": "C23H21Br2NO4PPtSSe",
  "method": "ωB97M-V with the def2-TZVPD basis set",
  "total_charge": 1,
  "multiplicity": 1,
  "e_above_lowest_ev": 2.900,
  "total_energy_ha": -9652.7438,
  "symbols": ["Pt", "Br", "Br", "Se", "S", "P", "O", "O", "O", "O", "N", "C", "C", "C", "C", "C", "C", "C", "C", "C", "C", "C", "C", "C", "C", "C", "C", "C", "C", "C", "C", "C", "C", "C", "H", "H", "H", "H", "H", "H", "H", "H", "H", "H", "H", "H", "H", "H", "H", "H", "H", "H", "H", "H", "H"],
  "coordinates": [[-1.01441, -0.99666, -0.30524], [-3.57615, -1.08820, -0.91913], [-2.16635, -1.42773, -3.81558], [-1.21806, -4.18244, 0.05029], [0.67442, -1.42919, 3.68199], [-0.62285, 1.18302, -0.84363], [0.22798, -4.71997, 0.45980], [-1.16906, -3.03844, -1.15787], [-2.43800, -5.18179, -0.13918], [-1.75666, -3.14987, 1.42407], [0.88676, -1.68982, -0.18707], [2.99491, -2.19481, -1.12077], [-1.04784, 2.33373, 0.48933], [-1.92647, 4.19924, 2.35200], [-2.76452, 3.16139, 1.96566], [-1.78420, -1.42670, 2.98132], [-2.32593, 2.23073, 1.03965], [-0.21172, 3.37617, 0.87857], [3.03304, 1.67489, -2.60722], [1.14408, 1.37666, -1.14514], [1.68500, -1.80097, -1.25349], [-0.65488, 4.30502, 1.80987], [1.31687, -2.01842, 1.05303], [3.89245, 1.50819, -1.53402], [-0.98031, -1.14065, 4.02972], [-1.07642, -2.00811, 1.87157], [2.65241, -2.35694, 1.24822], [3.38297, 1.26885, -0.26145], [3.48868, -2.44942, 0.15603], [0.31444, -1.93716, 2.09377], [1.65785, 1.60203, -2.41723], [-3.47142, -2.08945, -2.59330], [2.01636, 1.19911, -0.06743], [-1.50486, 1.86926, -2.26377], [-1.22077, 2.91939, -2.34365], [-1.27444, 1.33706, -3.18436], [0.99770, 1.72587, -3.26592], [1.61677, 1.01642, 0.92505], [0.77820, 3.47409, 0.45304], [-0.00521, 5.11781, 2.10545], [-1.24905, -0.73233, 4.99035], [4.96221, 1.56467, -1.68548], [-2.98244, 1.42077, 0.74026], [-2.86171, -1.35167, 2.99242], [1.24145, -1.56818, -2.21110], [-2.57630, 1.80141, -2.07805], [-2.26753, 4.92726, 3.07569], [2.99865, -2.59380, 2.24455], [-3.75814, 3.08008, 2.38550], [4.05521, 1.13420, 0.57577], [-4.44881, -1.97110, -3.04546], [-3.23379, -3.11032, -2.32579], [3.61675, -2.29068, -1.99807], [4.52420, -2.73112, 0.29140], [3.42893, 1.86863, -3.59498]],
  "forces_ev_per_a": [[-0.7, -0.8, -2.8], [0.6, 0.5, 0.4], [0.0, 0.0, 0.0], [-0.1, -0.3, 0.1], [0.0, 0.6, -0.1], [0.4, -0.1, 1.1], [0.0, 0.2, -0.1], [-0.1, 0.2, 0.5], [0.0, 0.1, 0.0], [-0.2, 0.4, -0.9], [0.0, 1.1, 0.6], [0.0, -0.1, 0.0], [-0.1, 0.1, -0.1], [0.0, 0.0, 0.0], [0.0, 0.0, 0.0], [-0.1, -0.1, 0.0], [0.1, 0.0, 0.0], [0.0, 0.0, 0.0], [0.0, 0.0, 0.0], [0.0, 0.0, 0.0], [0.0, -0.1, -0.1], [0.0, 0.0, 0.0], [0.2, -0.3, -0.1], [0.0, 0.0, 0.0], [0.2, 0.3, -0.2], [0.0, -1.3, 2.0], [-0.1, -0.2, 0.0], [0.0, 0.0, 0.0], [0.0, 0.1, 0.0], [0.0, 0.2, -0.5], [0.0, 0.0, 0.0], [0.0, -0.1, -0.3], [0.0, 0.1, 0.0], [0.0, -0.1, 0.0], [0.0, 0.0, 0.0], [0.0, 0.0, 0.0], [0.0, 0.0, 0.0], [0.0, 0.0, 0.0], [0.0, 0.0, 0.0], [0.0, 0.0, 0.0], [-0.1, -0.1, 0.0], [0.0, 0.0, 0.0], [0.0, 0.0, 0.0], [0.0, -0.1, 0.1], [0.0, 0.1, 0.0], [0.0, 0.0, 0.0], [0.0, 0.0, 0.0], [0.0, 0.0, 0.0], [0.0, 0.0, 0.0], [0.0, 0.0, 0.0], [0.0, 0.0, 0.1], [0.0, 0.0, 0.1], [0.0, 0.0, 0.0], [0.0, 0.0, 0.0], [0.0, 0.0, 0.0]]
}